No. 1
The following is a quantum chemistry calculation of a single C23H27BrN4O4 molecule, from the Open Molecules 2025 dataset.

Last column: Mulliken charge in e.
Atoms and positions in Å:
N (2.270, 4.174, 4.367)  -0.384
C (1.627, 4.244, 3.185)  0.549
O (1.727, 5.211, 2.454)  -0.701
C (0.795, 3.031, 2.816)  -0.754
C (1.369, 2.341, 1.564)  -0.554
N (1.426, 3.300, 0.479)  -0.083
C (1.862, 2.936, -0.748)  0.184
O (2.154, 1.789, -1.034)  -0.651
C (1.945, 4.052, -1.738)  0.526
C (2.845, 3.917, -2.791)  -0.428
C (2.972, 4.907, -3.744)  -0.537
C (2.175, 6.036, -3.645)  0.127
Br (2.339, 7.412, -4.950)  -0.197
C (1.256, 6.182, -2.619)  -0.806
C (1.145, 5.188, -1.664)  -0.212
C (0.505, 1.167, 1.172)  0.431
C (0.943, -0.152, 1.334)  -1.504
C (0.163, -1.211, 0.958)  -0.396
C (-1.120, -1.036, 0.392)  1.990
N (-1.897, -2.073, 0.050)  -0.219
C (-1.545, -3.478, 0.059)  -0.186
C (-2.833, -4.295, 0.212)  -1.015
C (-2.607, -5.607, 0.963)  -0.878
C (-1.890, -6.685, 0.154)  -0.738
C (-0.548, -6.253, -0.438)  -0.601
C (-0.704, -5.280, -1.609)  -0.870
C (-0.749, -3.802, -1.218)  -0.667
C (-1.558, 0.309, 0.235)  -1.682
N (-2.807, 0.653, -0.324)  1.177
O (-3.558, -0.238, -0.725)  -0.788
O (-3.110, 1.832, -0.391)  -0.704
C (-0.737, 1.373, 0.624)  0.445
H (2.186, 3.387, 4.985)  0.198
H (2.836, 4.956, 4.656)  0.259
H (0.750, 2.313, 3.634)  0.341
H (-0.217, 3.370, 2.586)  0.347
H (2.384, 1.972, 1.784)  0.446
H (1.421, 4.276, 0.756)  0.424
H (3.443, 3.019, -2.847)  0.441
H (3.676, 4.807, -4.556)  0.422
H (0.634, 7.062, -2.568)  0.422
H (0.414, 5.299, -0.877)  0.424
H (1.925, -0.336, 1.746)  0.395
H (0.546, -2.210, 1.082)  0.319
H (-2.764, -1.828, -0.425)  0.339
H (-0.924, -3.667, 0.940)  0.324
H (-3.542, -3.695, 0.788)  0.491
H (-3.279, -4.488, -0.763)  0.406
H (-3.577, -6.005, 1.270)  0.358
H (-2.039, -5.399, 1.873)  0.374
H (-2.539, -7.014, -0.661)  0.312
H (-1.727, -7.546, 0.807)  0.342
H (-0.042, -7.151, -0.800)  0.329
H (0.084, -5.816, 0.337)  0.346
H (0.133, -5.409, -2.298)  0.426
H (-1.609, -5.545, -2.158)  0.414
H (-1.189, -3.240, -2.045)  0.267
H (0.269, -3.429, -1.085)  0.373
H (-1.108, 2.373, 0.458)  0.587

Largest force on an atom, eV/Å: 1.4
HOMO, Eh: -0.292
Energy above the lowest of the compared OMol25 structures with the same formula, charge and spin, kcal/mol: 55.8
Energy, Ha: -3986.62475
Orbital gap, hartree: 0.283
Net charge: 0
LUMO level, eV: -0.24

=====

No. 2
The following is a quantum chemistry calculation of C45H50CrN3O8P as an isolated structure, from the Open Molecules 2025 dataset.

Last column: Mulliken charge in e.
Atoms and positions in Å:
Cr (0.448, 0.249, 0.055)  -0.715
C (2.948, 1.360, 3.351)  -0.692
O (2.140, 0.915, 4.427)  -0.550
C (0.825, 1.273, 4.221)  0.206
C (0.171, 1.936, 5.211)  -0.454
C (-1.188, 2.171, 5.130)  -0.741
C (-1.847, 1.718, 4.020)  -0.807
C (-1.206, 1.267, 2.852)  1.003
C (-2.032, 0.975, 1.641)  -1.076
N (-1.455, 0.607, 0.537)  1.296
N (-2.385, 0.335, -0.557)  -1.201
C (-1.672, 0.052, -1.608)  0.615
O (-0.372, -0.015, -1.684)  -0.341
C (-2.426, -0.162, -2.919)  0.128
C (-3.843, 0.009, -2.937)  -0.448
C (-4.471, -0.215, -4.155)  -0.534
C (-3.763, -0.620, -5.290)  -0.338
C (-2.405, -0.756, -5.261)  -1.039
C (-1.781, -0.578, -4.048)  0.103
C (0.188, 0.951, 2.929)  0.882
O (0.881, 0.394, 1.986)  -0.189
H (3.182, 0.612, 2.599)  0.205
H (3.900, 1.755, 3.780)  0.304
H (2.496, 2.167, 2.791)  0.240
H (0.738, 2.244, 6.065)  0.424
H (-1.724, 2.633, 5.971)  0.325
H (-2.957, 1.931, 3.906)  0.194
H (-3.137, 0.949, 1.713)  0.219
H (-4.340, 0.248, -2.007)  0.460
H (-5.566, -0.100, -4.228)  0.330
H (-4.330, -0.789, -6.191)  0.361
H (-1.799, -0.980, -6.125)  0.419
H (-0.708, -0.567, -4.024)  0.444
C (3.566, 7.163, 0.769)  -0.863
O (2.505, 6.349, 0.358)  -0.459
C (2.722, 5.053, -0.054)  0.501
C (3.908, 4.582, -0.485)  -1.046
C (4.079, 3.175, -0.711)  -1.510
C (3.008, 2.276, -0.509)  0.953
C (3.227, 0.878, -0.598)  0.898
C (4.643, 0.417, -0.840)  -2.158
O (2.313, -0.006, -0.548)  -0.284
C (1.746, 2.858, -0.181)  1.425
O (0.659, 2.177, -0.206)  -0.324
C (1.626, 4.187, 0.116)  -0.572
H (3.169, 8.056, 1.274)  0.255
H (4.166, 7.438, -0.140)  0.253
H (4.248, 6.529, 1.397)  0.341
H (4.852, 5.207, -0.505)  0.171
H (5.077, 2.770, -1.006)  0.080
H (5.490, 0.750, -0.169)  0.283
H (4.832, 0.708, -1.875)  0.396
H (4.478, -0.686, -0.764)  0.389
H (0.765, 4.678, 0.440)  0.576
C (0.834, 4.743, -3.656)  -1.236
C (2.353, 4.425, -3.734)  0.744
P (2.899, 2.858, -4.495)  -0.369
C (2.167, 3.105, -6.166)  -0.527
C (2.377, 1.829, -7.067)  -1.260
C (1.800, 1.560, -3.847)  1.194
C (2.357, 0.119, -3.962)  -1.050
H (0.550, 5.622, -3.079)  0.380
H (0.319, 3.921, -3.245)  0.192
H (0.393, 4.822, -4.661)  0.364
H (2.660, 4.360, -2.689)  -0.757
H (2.964, 5.207, -4.257)  0.541
H (2.693, 3.969, -6.514)  0.468
H (1.087, 3.300, -6.036)  0.294
H (3.385, 1.485, -6.903)  0.370
H (2.291, 2.050, -8.092)  0.446
H (1.656, 1.125, -6.682)  0.182
H (0.814, 1.598, -4.283)  0.796
H (1.673, 1.756, -2.776)  -1.484
H (2.450, -0.345, -4.911)  0.543
H (1.671, -0.398, -3.262)  -0.138
H (3.323, 0.095, -3.444)  0.177
C (-6.517, -4.738, 4.625)  -1.627
C (-5.272, -5.377, 4.158)  0.759
C (-5.098, -6.755, 4.254)  -0.691
C (-3.867, -7.353, 3.857)  -0.951
C (-2.798, -6.530, 3.498)  -0.574
C (-2.926, -5.117, 3.469)  0.339
N (-1.867, -4.258, 3.070)  0.071
C (-0.598, -4.585, 2.536)  -0.322
C (0.173, -5.707, 2.895)  -0.405
C (1.330, -6.038, 2.177)  -0.654
C (1.827, -5.241, 1.147)  -0.803
C (1.172, -4.091, 0.853)  -0.570
C (0.030, -3.759, 1.571)  0.505
C (-0.491, -2.375, 1.251)  0.915
O (-1.512, -1.993, 1.857)  -0.804
O (0.231, -1.720, 0.417)  -0.028
C (-4.193, -4.556, 3.787)  0.928
C (-4.375, -3.101, 3.688)  -1.578
H (-7.165, -5.451, 5.104)  0.414
H (-7.091, -4.337, 3.808)  0.360
H (-6.352, -3.958, 5.405)  0.350
H (-5.888, -7.359, 4.682)  0.302
H (-3.810, -8.464, 3.894)  0.327
H (-1.944, -7.101, 3.111)  0.501
H (-2.097, -3.372, 2.689)  0.379
H (-0.118, -6.297, 3.779)  0.625
H (1.817, -6.904, 2.596)  0.325
H (2.695, -5.602, 0.560)  0.327
H (1.521, -3.415, 0.068)  0.352
H (-3.596, -2.653, 4.301)  0.370
H (-5.345, -2.780, 4.051)  0.421
H (-4.182, -2.745, 2.684)  0.236

Largest force on an atom, eV/Å: 3.4
HOMO (alpha / beta), Eh: 0.017 / -0.085
Energy above the lowest of the compared OMol25 structures with the same formula, charge and spin, kcal/mol: 0.0
Energy, Ha: -3896.89222
Orbital gap (alpha / beta), hartree: 0.129 / 0.231
Net charge: -2
⟨S²⟩: 6.04
Multiplicity: 5
LUMO level (alpha / beta), eV: 3.96 / 3.96